The following is a quantum chemistry calculation of a 2-piece molecular cluster, Br2HOP overall, from OMol25.

Results
SMILES = O=PBr.Br
orbital gap = 0.3419 hartree
multiplicity = 1

XYZ file:
```
5
Properties=species:S:1:pos:R:3:mulliken_charge:R:1
P 0.911 -0.866 -1.244 0.503
Br 1.232 -0.153 0.857 -0.171
O 1.027 0.264 -2.144 -0.321
Br -2.095 0.399 0.766 -0.208
H -1.075 0.356 1.766 0.196
```